ORCA calculation (wB97M-V/def2-TZVPD) on a 12-piece molecular cluster, C48H117N3O12 overall at a distorted geometry.

Energy relative to the best compared isomer or geometry (same formula, charge and spin) ... 0.00 kcal/mol
Total energy ... -2966.07947 Eh
Orbital gap ... 8.55 eV

Last column: Löwdin charge in e.
Atoms and positions in Å:
C (1.403, 4.633, -6.232)  -0.04
C (0.076, 3.969, -6.603)  -0.53
C (0.318, 2.990, -7.772)  -0.03
C (-0.357, 3.177, -5.359)  -0.15
C (-1.810, 2.714, -5.428)  -0.17
C (-2.699, 3.938, -5.563)  -0.14
C (-2.363, 4.767, -6.799)  -0.51
C (-2.905, 4.110, -8.069)  -0.03
C (-3.029, 6.143, -6.649)  -0.03
N (-0.910, 5.007, -6.874)  -0.11
O (-0.599, 5.725, -8.054)  -0.01
H (2.058, 3.991, -5.642)  0.08
H (1.995, 5.026, -7.063)  0.08
H (1.165, 5.510, -5.619)  0.09
H (0.519, 3.527, -8.698)  0.08
H (1.195, 2.392, -7.513)  0.09
H (-0.507, 2.299, -7.938)  0.06
H (0.325, 2.335, -5.243)  0.11
H (-0.262, 3.858, -4.504)  0.12
H (-1.893, 2.040, -6.286)  0.11
H (-2.014, 2.095, -4.551)  0.09
H (-2.708, 4.516, -4.636)  0.12
H (-3.719, 3.560, -5.695)  0.12
H (-2.400, 3.200, -8.388)  0.07
H (-2.785, 4.809, -8.900)  0.08
H (-3.978, 3.920, -7.992)  0.09
H (-2.433, 6.839, -6.058)  0.09
H (-4.009, 6.043, -6.181)  0.09
H (-3.125, 6.598, -7.636)  0.08
H (-0.262, 6.563, -7.722)  0.11
C (3.721, -4.302, 6.116)  -0.03
C (4.029, -5.560, 5.290)  -0.53
C (5.209, -6.309, 5.899)  -0.05
C (2.830, -6.526, 5.347)  -0.14
C (1.673, -6.170, 4.415)  -0.18
C (2.234, -6.081, 3.010)  -0.13
C (3.298, -4.990, 2.903)  -0.53
C (3.904, -5.064, 1.512)  -0.04
C (2.692, -3.594, 3.107)  -0.02
N (4.338, -5.282, 3.887)  -0.10
O (5.412, -4.356, 3.750)  -0.02
H (3.963, -4.477, 7.166)  0.08
H (4.280, -3.441, 5.752)  0.08
H (2.659, -4.053, 6.077)  0.07
H (4.956, -6.776, 6.851)  0.09
H (5.461, -7.138, 5.228)  0.09
H (6.100, -5.688, 5.993)  0.08
H (3.184, -7.535, 5.110)  0.12
H (2.512, -6.546, 6.395)  0.12
H (0.891, -6.921, 4.559)  0.11
H (1.203, -5.256, 4.796)  0.09
H (1.420, -5.820, 2.324)  0.12
H (2.637, -7.057, 2.732)  0.13
H (4.619, -4.266, 1.321)  0.07
H (3.090, -5.018, 0.786)  0.09
H (4.431, -6.014, 1.400)  0.09
H (3.545, -2.908, 3.120)  0.09
H (2.105, -3.421, 4.005)  0.07
H (2.090, -3.315, 2.238)  0.07
H (6.187, -4.926, 3.751)  0.10
C (0.207, -0.990, 1.947)  -0.03
C (-0.334, -0.979, 0.529)  -0.49
C (-0.033, -2.351, -0.088)  -0.01
C (-1.832, -0.679, 0.538)  -0.12
C (-2.427, -0.251, -0.796)  -0.16
C (-1.618, 0.816, -1.498)  -0.13
C (-0.120, 0.495, -1.580)  -0.49
C (0.160, -0.541, -2.693)  0.00
C (0.605, 1.773, -1.969)  -0.02
N (0.327, 0.063, -0.262)  -0.12
O (1.679, 0.299, 0.055)  0.00
H (0.141, 0.023, 2.355)  0.07
H (-0.330, -1.686, 2.585)  0.07
H (1.264, -1.253, 1.940)  0.07
H (-0.659, -2.568, -0.953)  0.06
H (1.006, -2.437, -0.410)  0.08
H (-0.212, -3.149, 0.643)  0.08
H (-2.421, -1.495, 0.961)  0.10
H (-1.973, 0.173, 1.218)  0.11
H (-2.602, -1.125, -1.436)  0.10
H (-3.428, 0.157, -0.634)  0.10
H (-1.679, 1.796, -1.003)  0.11
H (-1.974, 1.060, -2.503)  0.11
H (0.319, -0.064, -3.661)  0.08
H (-0.578, -1.338, -2.781)  0.07
H (1.093, -1.066, -2.463)  0.07
H (0.786, 2.443, -1.122)  0.06
H (-0.016, 2.349, -2.657)  0.08
H (1.577, 1.585, -2.425)  0.09
H (1.674, 1.042, 0.673)  0.08
C (2.093, 0.705, 4.647)  -0.05
C (1.458, 2.028, 4.273)  -0.47
C (1.949, 3.117, 5.223)  -0.05
O (1.722, 2.373, 2.905)  -0.07
H (1.809, -0.076, 3.941)  0.05
H (1.717, 0.399, 5.625)  0.09
H (3.181, 0.766, 4.694)  0.09
H (0.373, 1.979, 4.396)  0.14
H (1.288, 3.985, 5.277)  0.08
H (2.924, 3.527, 4.943)  0.09
H (2.003, 2.695, 6.226)  0.08
H (2.590, 2.792, 2.891)  0.09
C (-2.698, -4.841, -1.157)  -0.06
C (-3.471, -4.448, 0.095)  -0.48
C (-4.613, -3.503, -0.260)  -0.05
O (-4.113, -5.622, 0.630)  -0.06
H (-1.764, -5.332, -0.854)  0.08
H (-2.373, -3.985, -1.751)  0.07
H (-3.258, -5.528, -1.790)  0.09
H (-2.795, -3.978, 0.818)  0.11
H (-4.213, -2.665, -0.838)  0.06
H (-5.106, -3.097, 0.621)  0.07
H (-5.316, -4.018, -0.913)  0.09
H (-3.535, -6.376, 0.474)  0.08
C (-3.712, -2.094, 3.538)  -0.04
C (-2.726, -3.113, 4.105)  -0.49
C (-1.695, -2.511, 5.011)  -0.06
O (-3.455, -4.039, 4.939)  -0.06
H (-4.297, -1.595, 4.308)  0.09
H (-4.350, -2.606, 2.818)  0.07
H (-3.092, -1.319, 3.076)  0.06
H (-2.280, -3.689, 3.288)  0.13
H (-1.084, -1.736, 4.550)  0.06
H (-1.042, -3.343, 5.294)  0.08
H (-2.091, -2.104, 5.941)  0.09
H (-3.989, -4.602, 4.369)  0.09
C (3.898, -1.983, -1.172)  -0.07
C (5.138, -2.244, -1.998)  -0.49
C (6.162, -3.000, -1.178)  -0.06
O (4.702, -3.015, -3.130)  -0.05
H (3.042, -1.507, -1.643)  0.05
H (4.130, -1.371, -0.294)  0.08
H (3.582, -2.944, -0.750)  0.07
H (5.591, -1.304, -2.337)  0.13
H (6.502, -2.376, -0.346)  0.09
H (7.071, -3.182, -1.761)  0.08
H (5.759, -3.933, -0.788)  0.07
H (5.482, -3.405, -3.536)  0.08
C (-6.674, 2.108, -0.184)  -0.06
C (-6.052, 2.924, -1.317)  -0.47
C (-4.711, 2.345, -1.728)  -0.06
O (-6.962, 2.966, -2.435)  -0.06
H (-6.923, 1.109, -0.560)  0.08
H (-7.567, 2.571, 0.231)  0.08
H (-5.932, 1.970, 0.607)  0.05
H (-5.931, 3.950, -0.966)  0.13
H (-4.733, 1.297, -2.028)  0.08
H (-4.042, 2.447, -0.866)  0.05
H (-4.291, 2.961, -2.526)  0.08
H (-7.378, 2.100, -2.479)  0.08
C (4.650, 1.810, -1.904)  -0.05
C (4.180, 2.990, -1.081)  -0.48
C (4.819, 3.073, 0.290)  -0.04
O (4.479, 4.171, -1.849)  -0.05
H (4.211, 0.880, -1.527)  0.06
H (5.736, 1.699, -1.886)  0.08
H (4.305, 1.865, -2.937)  0.08
H (3.093, 2.886, -0.993)  0.11
H (4.742, 4.104, 0.658)  0.08
H (5.863, 2.782, 0.350)  0.08
H (4.174, 2.569, 1.021)  0.06
H (3.933, 4.883, -1.499)  0.08
C (-3.075, 5.119, 2.924)  -0.05
C (-3.694, 3.757, 2.597)  -0.48
C (-5.203, 3.850, 2.550)  -0.06
O (-3.269, 3.354, 1.288)  -0.09
H (-1.990, 5.026, 2.996)  0.07
H (-3.413, 5.426, 3.920)  0.08
H (-3.405, 5.841, 2.182)  0.08
H (-3.357, 2.985, 3.298)  0.14
H (-5.639, 2.855, 2.422)  0.06
H (-5.520, 4.441, 1.689)  0.08
H (-5.624, 4.276, 3.461)  0.08
H (-2.339, 3.084, 1.388)  0.03
O (0.357, 4.688, 0.217)  -0.07
H (-0.044, 3.884, 0.590)  -0.02
H (-0.295, 5.020, -0.407)  0.04
O (-0.710, 2.374, 1.452)  -0.05
H (-0.409, 1.716, 0.806)  0.03
H (-0.021, 2.376, 2.136)  0.03